<one>
{
  "formula": "C4H13NOS",
  "method": "wB97M-V/def2-TZVPD",
  "elements": ["C", "C", "N", "C", "C", "S", "H", "H", "H", "H", "H", "H", "H", "H", "H", "H", "H", "O", "H", "H"],
  "xyz": [[-1.8146, -0.0165, -1.4515], [-0.7158, -0.1066, -0.3902], [-0.0489, -1.4052, -0.4214], [0.3274, 0.9837, -0.6795], [1.4327, 1.1861, 0.3394], [0.8199, 1.8805, 1.9065], [-1.4625, 0.0697, -2.4829], [-2.3841, 0.9027, -1.2903], [-2.4847, -0.8770, -1.4078], [-1.1910, 0.0618, 0.5771], [-0.6047, -2.2334, -0.2463], [0.4883, -1.5482, -1.2616], [0.8173, 0.6522, -1.6102], [-0.1272, 1.9319, -0.9740], [2.0417, 0.2867, 0.4259], [2.1442, 1.9238, -0.0439], [0.0690, 0.7888, 2.2949], [0.6234, -1.5116, 2.5037], [0.5131, -1.4222, 1.5423], [1.5565, -1.5473, 2.6697]],
  "smiles": "C[C@@H](N)CCS.O",
  "molar_mass_g_mol": 123.221
}


<two>
{
  "formula": "C4H13NOS",
  "method": "wB97M-V/def2-TZVPD",
  "elements": ["C", "N", "C", "C", "C", "S", "H", "H", "H", "H", "H", "H", "H", "H", "H", "H", "H", "O", "H", "H"],
  "xyz": [[0.8380, -2.2382, 1.6761], [-0.0776, -1.2327, 1.1652], [0.5849, -0.0656, 0.5588], [-0.4339, 0.8414, -0.1351], [-0.5818, 0.4569, -1.5846], [0.8664, 0.7713, -2.6398], [1.4882, -1.7550, 2.4070], [1.4226, -2.7162, 0.8802], [0.2819, -3.0133, 2.2035], [-0.8322, -1.6029, 0.6049], [1.4990, -0.3587, 0.0302], [1.0610, 0.4240, 1.4321], [-0.1012, 1.8643, 0.0654], [-1.3530, 0.8270, 0.4491], [-1.4515, 0.8635, -2.1066], [-0.7495, -0.6157, -1.7330], [1.0296, 2.0770, -2.4274], [-1.8332, 0.6305, 2.8153], [-1.9139, 0.4887, 3.7691], [-1.2686, -0.1398, 2.5975]],
  "smiles": "CNCCCS.O",
  "molar_mass_g_mol": 123.221
}


<three>
{
  "formula": "C4H13NOS",
  "method": "wB97M-V/def2-TZVPD",
  "elements": ["C", "S", "C", "C", "C", "N", "H", "H", "H", "H", "H", "H", "H", "H", "H", "H", "H", "O", "H", "H"],
  "xyz": [[0.6256, -2.0339, 0.5788], [-0.5457, -0.6249, 1.0230], [-0.4030, 0.6161, -0.3165], [1.0469, 1.1076, -0.2727], [2.0105, 0.5356, -1.3386], [3.0716, 1.5144, -1.6172], [-0.2117, -2.6672, 0.2695], [0.9544, -2.3748, 1.5503], [1.4326, -1.8065, -0.0558], [-1.2165, 1.3179, -0.0583], [-0.7202, 0.1830, -1.2817], [1.4688, 0.9087, 0.7324], [1.1255, 2.1821, -0.4980], [2.3188, -0.5372, -1.1376], [1.4795, 0.2672, -2.2769], [2.9621, 2.5052, -1.5203], [3.9142, 1.3840, -1.0866], [-6.4921, -0.9737, 2.1035], [-6.0299, -1.4040, 2.8224], [-6.7913, -0.0997, 2.3801]],
  "smiles": "CSCCCN.O",
  "molar_mass_g_mol": 123.221
}


<four>
{
  "formula": "C4H13NOS",
  "method": "wB97M-V/def2-TZVPD",
  "elements": ["N", "C", "C", "C", "C", "S", "H", "H", "H", "H", "H", "H", "H", "H", "H", "H", "H", "O", "H", "H"],
  "xyz": [[2.5550, -0.0007, 0.2756], [1.6912, -1.1867, 0.3462], [0.4454, -0.9572, 1.2329], [-0.3639, 0.3133, 0.9881], [-1.1013, 0.4189, -0.3517], [-2.5055, -0.6598, -0.4616], [3.2011, -0.0619, -0.5025], [3.0761, 0.1154, 1.1356], [1.4687, -1.4720, -0.6738], [2.1136, -2.0467, 0.8861], [-0.2152, -1.8229, 1.2009], [0.7541, -0.8404, 2.2762], [0.3608, 1.1389, 0.9255], [-1.0732, 0.5929, 1.7624], [-0.4542, 0.1206, -1.1839], [-1.5127, 1.3924, -0.5986], [-1.9700, -1.8188, -0.8967], [1.1481, 2.2348, -1.3208], [1.8268, 1.6105, -0.9796], [1.4303, 3.0982, -0.9810]],
  "smiles": "NCCCCS.O",
  "molar_mass_g_mol": 123.221
}


Which structure loses on stability? <three> does.


<one>
{
  "formula": "C2H4N4",
  "method": "wB97M-V/def2-TZVPD",
  "elements": ["N", "C", "N", "N", "N", "C", "H", "H", "H", "H"],
  "xyz": [[-1.5262, -0.7341, -0.8014], [-0.5731, 0.1543, -0.2698], [-0.2591, 1.3421, -0.5569], [1.5280, 1.2983, 0.5236], [1.3711, 0.1366, 1.0420], [0.2440, -0.4346, 0.8474], [-1.0979, -1.6450, -0.9638], [-2.0102, -0.4246, -1.6373], [2.5249, 1.3840, 0.2250], [-0.2016, -1.0770, 1.5911]],
  "molar_mass_g_mol": 84.082
}


<two>
{
  "formula": "C2H4N4",
  "method": "wB97M-V/def2-TZVPD",
  "elements": ["N", "C", "N", "C", "N", "N", "H", "H", "H", "H"],
  "xyz": [[2.0260, 0.0153, -0.0063], [0.6476, 0.0144, -0.2533], [-0.0339, -1.1142, -0.1170], [-1.3848, -0.6838, -0.1352], [-1.4208, 0.5504, -0.0585], [-0.1245, 1.2581, -0.1972], [2.5368, -0.9040, 0.0778], [2.3121, 0.9303, 0.1300], [-2.4110, -1.2551, 0.1171], [-2.1476, 1.1886, 0.4426]],
  "smiles": "Nc1nc[nH]n1",
  "molar_mass_g_mol": 84.082
}


<three>
{
  "formula": "C2H4N4",
  "method": "wB97M-V/def2-TZVPD",
  "elements": ["N", "C", "C", "N", "N", "N", "H", "H", "H", "H"],
  "xyz": [[0.5225, -1.1719, 0.9833], [0.0263, -0.1638, 0.1549], [-1.1864, 0.1328, -0.4292], [-1.0863, 1.3454, -1.0430], [0.1089, 1.8060, -0.9018], [0.7908, 0.9045, -0.1720], [1.3421, -1.6401, 0.6146], [-0.1774, -1.8524, 1.2452], [-2.0939, -0.4451, -0.5185], [1.7533, 1.0846, 0.0666]],
  "smiles": "Nc1cnn[nH]1",
  "molar_mass_g_mol": 84.082
}


<four>
{
  "formula": "C2H4N4",
  "method": "wB97M-V/def2-TZVPD",
  "elements": ["H", "N", "N", "C", "N", "N", "C", "H", "H", "H"],
  "xyz": [[0.1796, 0.6597, -2.0108], [0.3214, 0.7977, -1.0092], [-0.5177, 1.6151, -0.5208], [-0.6472, 1.3646, 0.8070], [-0.4330, 0.1380, 1.2347], [-0.0407, -0.6803, 0.2760], [0.6810, -1.7219, 0.3309], [-1.1356, 2.0843, 1.4531], [1.2651, -1.9948, 1.2024], [0.6997, -2.3238, -0.5733]],
  "smiles": "[H]/N=N/C=N\\N=C",
  "molar_mass_g_mol": 84.082
}


Which structure loses on stability? <four> does.


<one>
{
  "formula": "CH2N2O2S",
  "method": "wB97M-V/def2-TZVPD",
  "elements": ["C", "N", "N", "O", "O", "S", "H", "H"],
  "xyz": [[-0.6689, 0.2977, -0.0752], [-0.9328, 1.4516, -0.0941], [1.4143, -0.2503, 0.4401], [-1.1458, 2.6221, -0.1111], [-0.6379, -2.2871, -0.2371], [-1.5225, -1.1706, 0.0939], [1.7822, 0.5702, -0.0990], [1.7115, -1.2336, 0.0824]],
  "molar_mass_g_mol": 106.106
}


<two>
{
  "formula": "CH2N2O2S",
  "method": "wB97M-V/def2-TZVPD",
  "elements": ["C", "N", "N", "O", "O", "S", "H", "H"],
  "xyz": [[-3.2806, -0.6574, 0.0100], [-3.8923, -1.5139, -0.3925], [0.1283, 0.2337, 0.1069], [-0.8165, 2.5370, -0.1032], [-2.2367, 0.7373, 0.7381], [-1.1928, 1.1916, -0.4458], [-0.0490, -0.7616, 0.0594], [0.9862, 0.4701, -0.3674]],
  "molar_mass_g_mol": 106.106
}


Which structure loses on stability? <one> does.


<one>
{
  "formula": "CH2N2O2S",
  "method": "wB97M-V/def2-TZVPD",
  "elements": ["C", "N", "N", "O", "O", "S", "H", "H"],
  "xyz": [[0.0858, -0.2270, -0.5084], [-1.8690, -0.0801, 0.6264], [-0.7803, -0.7109, 0.4355], [2.3697, 1.2880, 0.0648], [1.0738, -0.9619, -1.0143], [1.7204, -0.0006, 0.2671], [-0.4268, 1.1967, -1.4064], [-2.1737, -0.5042, 1.5353]],
  "molar_mass_g_mol": 106.106
}


<two>
{
  "formula": "CH2N2O2S",
  "method": "wB97M-V/def2-TZVPD",
  "elements": ["C", "N", "N", "O", "O", "S", "H", "H"],
  "xyz": [[-0.6559, 0.0640, -0.8326], [0.4593, 0.6278, -0.9392], [-0.0053, -0.6706, 1.2362], [1.2006, -0.4169, 1.1925], [-0.6305, -1.2954, 2.0729], [-2.1641, -0.2851, -1.1486], [1.2538, 0.4589, -0.1884], [0.5421, 1.5175, -1.3928]],
  "molar_mass_g_mol": 106.106
}


<three>
{
  "formula": "CH2N2O2S",
  "method": "wB97M-V/def2-TZVPD",
  "elements": ["O", "N", "O", "N", "C", "S", "H", "H"],
  "xyz": [[-1.2862, 1.2653, -0.4069], [-1.1980, 0.0673, -0.2325], [-2.0330, -0.7654, -0.5314], [-0.1522, -0.5429, 0.2607], [1.2983, 0.4484, 0.2008], [2.5677, -0.0896, -0.5139], [-0.2143, -1.5968, 0.2735], [1.0177, 1.2138, 0.9497]],
  "smiles": "O=[N+]([O-])NC=S",
  "molar_mass_g_mol": 106.106
}


<four>
{
  "formula": "CH2N2O2S",
  "method": "wB97M-V/def2-TZVPD",
  "elements": ["O", "C", "O", "N", "N", "S", "H", "H"],
  "xyz": [[-3.3163, 1.4768, -0.9238], [-3.4720, 1.1516, 0.1608], [-3.5351, 1.0059, 1.2840], [-4.1353, -1.9908, 0.0503], [-3.5781, -1.2202, -0.5125], [0.0794, -0.5932, -0.4143], [1.3338, -0.6188, 0.2988], [0.8112, -0.3264, -1.6393]],
  "smiles": "O=C=O.N#N.S",
  "molar_mass_g_mol": 106.106
}


Which structure loses on stability? <one> does.


<one>
{
  "formula": "CH2N2O2S",
  "method": "wB97M-V/def2-TZVPD",
  "elements": ["C", "N", "N", "O", "O", "S", "H", "H"],
  "xyz": [[0.4524, -1.6385, 0.8378], [-0.6992, -1.0663, 1.1814], [1.3873, -2.2779, 0.6313], [-0.5582, 1.0890, -1.6472], [0.6493, 3.2014, -1.3628], [0.5381, 1.9199, -1.9414], [-1.3774, -0.8385, 0.4189], [-0.3923, -0.3892, 1.8822]],
  "molar_mass_g_mol": 106.106
}


<two>
{
  "formula": "CH2N2O2S",
  "method": "wB97M-V/def2-TZVPD",
  "elements": ["C", "N", "N", "O", "O", "S", "H", "H"],
  "xyz": [[-0.6390, 0.4869, -0.2474], [-2.6290, 1.0738, 0.4600], [-0.5009, -0.7529, -0.0428], [-4.8147, 0.1664, -0.0541], [-1.2503, -1.6800, 0.2274], [-3.4084, -0.0727, -0.2298], [0.1998, 1.2954, -0.5170], [0.5681, -1.0194, -0.3702]],
  "molar_mass_g_mol": 106.106
}


Which structure loses on stability? <two> does.


<one>
{
  "formula": "C3H5NO",
  "method": "wB97M-V/def2-TZVPD",
  "elements": ["O", "C", "C", "C", "N", "H", "H", "H", "H", "H"],
  "xyz": [[0.2669, -2.2099, -0.6077], [-0.0210, -1.0300, -0.3278], [-0.6684, -0.1733, 0.7150], [0.0939, 0.9885, 0.0786], [0.5754, 0.0836, -0.9277], [-1.7083, -0.2324, 0.4095], [-0.3294, -0.6570, 1.6645], [1.0475, 1.1458, 0.8627], [-0.4456, 1.9697, -0.2129], [1.1889, 0.1150, -1.6542]],
  "smiles": "O=C1CCN1",
  "molar_mass_g_mol": 71.079
}


<two>
{
  "formula": "C3H5NO",
  "method": "wB97M-V/def2-TZVPD",
  "elements": ["C", "O", "C", "C", "N", "H", "H", "H", "H", "H"],
  "xyz": [[1.1736, -0.0382, 0.5469], [0.4936, 0.9096, -0.2503], [-0.8652, 0.6243, -0.4409], [-1.0930, -0.8270, -0.5764], [-1.1338, -1.9818, -0.6008], [1.9895, 0.4957, 1.0266], [1.5587, -0.8544, -0.0764], [0.5244, -0.4860, 1.3195], [-1.1853, 1.1462, -1.3454], [-1.4624, 1.0116, 0.3970]],
  "smiles": "COCC#N",
  "molar_mass_g_mol": 71.079
}


Which structure loses on stability? <one> does.


<one>
{
  "formula": "C3H5NO",
  "method": "wB97M-V/def2-TZVPD",
  "elements": ["O", "C", "N", "C", "C", "H", "H", "H", "H", "H"],
  "xyz": [[1.8944, -1.1411, 0.3143], [1.3739, 0.0816, 0.2962], [0.1631, 0.1988, -0.0781], [-1.1530, 0.7715, -0.0311], [-0.9198, -0.7180, -0.2466], [2.0119, 0.9007, 0.6084], [-1.4782, 1.1235, 0.9485], [-1.3615, 1.4689, -0.8440], [-1.0036, -0.9892, -1.3063], [1.1062, -1.7368, 0.2917]],
  "molar_mass_g_mol": 71.079
}


<two>
{
  "formula": "C3H5NO",
  "method": "wB97M-V/def2-TZVPD",
  "elements": ["O", "C", "C", "C", "N", "H", "H", "H", "H", "H"],
  "xyz": [[1.3645, -1.2415, 1.5455], [1.4837, -0.6438, 0.5871], [-0.0383, 0.0905, -0.6577], [-1.2608, -0.4044, -0.4588], [0.3269, 1.2722, 0.0321], [1.3185, 1.0005, 0.4147], [0.5312, -0.1262, -1.5563], [-1.8145, -0.8594, -1.2645], [-1.7672, -0.2407, 0.4897], [-0.2835, 1.3646, 0.8479]],
  "molar_mass_g_mol": 71.079
}


Which structure loses on stability? <one> does.